C33H37Ge as an isolated structure. Source: the OMol25 dataset; level of theory: ωB97M-V/def2-TZVPD.

XYZ file:
```
71
Properties=species:S:1:pos:R:3:forces:R:3
C 0.71581 -1.72484 -0.35377 -0.388 -0.538 -0.140
C 0.88838 -0.50768 0.49787 -0.165 0.269 1.123
C 0.89108 -0.63317 1.85514 1.792 0.051 -1.748
C 1.03572 0.86161 -0.14197 -0.047 0.150 0.377
Ge 1.87461 1.02959 -1.90902 0.243 -0.049 -0.459
C 3.13267 -0.40110 -2.21176 0.201 -0.412 -0.232
C 2.81550 -1.46384 -3.07480 0.512 -0.090 0.325
C 3.68894 -2.55255 -3.18463 -0.132 0.167 -0.094
C 4.89934 -2.56006 -2.48636 -0.112 0.145 0.108
C 5.23669 -1.47996 -1.66411 -0.166 0.158 -0.042
C 4.35481 -0.39991 -1.52436 0.000 -0.554 -0.182
C 0.52334 1.02378 -3.29509 -0.470 0.093 -0.138
C 0.80798 1.64811 -4.52214 -0.448 -0.339 -0.062
C -0.12441 1.60492 -5.56597 0.042 -0.035 0.229
C -1.34501 0.94280 -5.39183 0.221 -0.036 0.228
C -1.63827 0.33987 -4.16390 0.067 0.095 0.137
C -0.72342 0.40389 -3.10412 0.126 0.220 -0.713
C 2.87393 2.67941 -2.07957 0.130 0.462 0.259
C 4.04517 2.72346 -2.85459 -0.104 0.499 0.145
C 4.73083 3.93495 -3.02619 -0.218 -0.156 0.095
C 4.25755 5.10246 -2.41971 -0.150 -0.236 0.052
C 3.09496 5.05990 -1.64069 -0.088 -0.188 0.015
C 2.40021 3.85447 -1.46936 0.609 0.126 -0.390
H 0.14924 -1.52786 -1.27309 0.222 -0.023 0.178
H 1.68202 -2.16113 -0.65042 -0.211 0.310 0.062
H 0.17340 -2.50063 0.20586 0.154 0.143 -0.141
H 1.25643 0.21360 2.44255 -0.295 -0.418 -0.185
H 0.98579 -1.63593 2.28255 -0.122 0.317 -0.074
H 0.04901 1.34060 -0.26316 0.149 -0.180 0.103
H 1.63732 1.52248 0.49969 -0.308 -0.173 0.070
H 1.88931 -1.44463 -3.65583 0.232 -0.039 0.232
H 3.41228 -3.39317 -3.82470 0.186 0.243 0.154
H 5.58187 -3.40682 -2.58499 -0.215 0.272 0.035
H 6.18520 -1.46728 -1.12588 -0.225 -0.068 -0.173
H 4.62561 0.44389 -0.88340 -0.073 -0.267 -0.159
H 1.75799 2.16895 -4.66597 -0.269 -0.170 0.041
H 0.10981 2.09095 -6.51459 -0.116 -0.147 0.256
H -2.06738 0.90222 -6.20907 0.224 -0.006 0.254
H -2.58510 -0.18291 -4.01822 0.202 0.206 -0.097
H -0.99094 -0.02359 -2.13451 0.075 0.066 -0.327
H 4.42789 1.81706 -3.32946 -0.120 0.251 0.149
H 5.63508 3.95544 -3.63696 -0.252 0.046 0.190
H 4.79407 6.04478 -2.55275 -0.189 -0.314 0.052
H 2.72123 5.96751 -1.16285 0.143 -0.232 -0.161
H 1.48861 3.82969 -0.86764 0.234 0.075 -0.146
C -0.90390 0.49796 3.63748 0.027 0.848 0.186
C -1.41614 -0.83408 3.28305 -1.853 -0.820 1.652
C -2.77137 -1.21176 3.46834 -0.031 0.340 -0.578
C -3.11895 -2.55091 3.88230 -0.080 -0.410 -0.310
C -2.07031 -3.61446 4.00050 0.138 -0.371 0.218
C -4.42800 -2.87322 4.21676 0.605 -0.121 0.031
C -5.46112 -1.93313 4.16858 0.247 0.021 0.024
C -6.85187 -2.29935 4.57783 -0.273 0.196 -0.048
C -5.15026 -0.64594 3.71825 0.134 0.278 -0.150
C -3.86872 -0.28046 3.33555 -0.189 0.260 0.461
C -3.68606 1.09315 2.76743 -0.294 0.381 -0.167
H 0.10479 0.41706 4.05231 -0.200 -0.067 -0.218
H -0.84949 1.14329 2.75006 0.102 -0.038 0.237
H -1.52041 1.01403 4.38917 -0.026 -0.357 -0.362
H -0.71161 -1.64648 3.16317 -0.132 0.165 0.153
H -2.51696 -4.52205 4.42442 0.207 0.219 -0.143
H -1.63732 -3.88120 3.02709 -0.092 0.132 0.144
H -1.25347 -3.30483 4.66357 -0.155 -0.113 -0.133
H -4.65495 -3.88853 4.54950 0.131 0.295 -0.088
H -7.52893 -1.45197 4.43460 0.082 -0.188 0.048
H -7.23263 -3.14340 3.99005 0.164 0.112 0.071
H -6.89973 -2.59825 5.63253 0.149 0.043 -0.189
H -5.95092 0.09646 3.66237 0.277 -0.245 -0.109
H -4.66935 1.50541 2.50565 0.326 -0.090 0.014
H -3.23808 1.78453 3.49223 -0.077 -0.174 -0.172
H -3.06939 1.08877 1.86094 -0.068 0.011 0.222
```
Forces are in eV/Å.

Summary:
- Lowest unoccupied orbital energy: -5.44 eV
- Spin multiplicity: 1
- Kohn-Sham gap: 5.4 eV
- Charge: +1
- E_HOMO: -10.86 eV
- Strongest force on any atom: 2.6 eV/Å
- Energy relative to the best compared isomer or geometry (same formula, charge and spin): 0.6165 eV

Formally, the Mulliken partial charges of the atoms, in units of the elementary charge, are as follows: number 1, C, carries -1.40; number 2, C, carries 1.52; number 3, C, carries -1.88; number 4, C, carries -1.47; number 5, Ge, carries 1.67; number 6, C, carries -0.03; number 7, C, carries -0.13; number 8, C, carries -0.55; number 9, C, carries -0.47; number 10, C, carries -0.72; number 11, C, carries -0.27; number 12, C, carries 0.14; number 13, C, carries -0.42; number 14, C, carries -0.60; number 15, C, carries -0.53; number 16, C, carries -0.61; number 17, C, carries -0.26; number 18, C, carries 0.00; number 19, C, carries -0.12; number 20, C, carries -0.67; number 21, C, carries -0.43; number 22, C, carries -0.64; number 23, C, carries -0.53; number 24, H, carries 0.19; number 25, H, carries 0.20; number 26, H, carries 0.42; number 27, H, carries 0.49; number 28, H, carries 0.62; number 29, H, carries 0.56; number 30, H, carries 0.55; number 31, H, carries 0.34; number 32, H, carries 0.39; number 33, H, carries 0.39; number 34, H, carries 0.39; number 35, H, carries 0.41; number 36, H, carries 0.35; number 37, H, carries 0.39; number 38, H, carries 0.37; number 39, H, carries 0.38; number 40, H, carries 0.16; number 41, H, carries 0.36; number 42, H, carries 0.39; number 43, H, carries 0.38; number 44, H, carries 0.37; number 45, H, carries 0.32; number 46, C, carries -1.83; number 47, C, carries 0.69; number 48, C, carries 0.26; number 49, C, carries 1.12; number 50, C, carries -1.75; number 51, C, carries -0.88; number 52, C, carries 0.67; number 53, C, carries -1.46; number 54, C, carries -0.94; number 55, C, carries 1.12; number 56, C, carries -1.70; number 57, H, carries 0.46; number 58, H, carries 0.45; number 59, H, carries 0.47; number 60, H, carries 0.38; number 61, H, carries 0.38; number 62, H, carries 0.32; number 63, H, carries 0.38; number 64, H, carries 0.39; number 65, H, carries 0.37; number 66, H, carries 0.37; number 67, H, carries 0.35; number 68, H, carries 0.34; number 69, H, carries 0.44; number 70, H, carries 0.32; number 71, H, carries 0.29